DFT (the ωB97M-V functional and the def2-TZVPD basis) results for C60H48N4O5PScSe3 as an isolated structure in a non-equilibrium geometry.

Computed properties:
Kohn-Sham gap   4.6 eV
HOMO level   -0.04439 Ha
Total charge   -2
ΔE to the lowest compared entry with this formula, charge and spin   0.0 kJ/mol

Geometry as XYZ:
```
122
Properties=species:S:1:pos:R:3:forces:R:3
Sc 18.7334 13.1215 20.5981 -0.4 0.9 -1.6
C 15.8310 11.5544 29.6731 -0.2 -0.7 -0.2
O 15.5351 12.7257 28.9720 -0.2 0.4 0.2
C 15.9833 12.8334 27.6873 -0.1 -0.3 0.0
C 16.7147 11.8549 27.0460 0.4 -0.2 -0.3
C 17.1161 12.0651 25.7316 -0.1 -0.6 -0.2
C 16.7598 13.2087 25.0445 0.1 0.6 -0.1
C 16.0234 14.2037 25.7005 0.2 -0.6 0.4
C 15.6307 13.9950 27.0211 -0.1 0.6 -0.6
C 17.1649 13.3774 23.6208 -0.7 -0.6 -0.4
C 16.5060 12.5404 22.6781 0.3 0.2 0.3
C 15.3095 11.7874 22.9792 -0.3 0.1 0.6
C 14.8284 11.3059 21.8122 0.5 0.4 -0.1
C 15.7635 11.7193 20.7874 0.4 0.4 0.1
N 16.7842 12.4574 21.3558 -0.8 -0.2 -0.1
C 15.6100 11.5154 19.4179 0.2 0.2 -0.1
C 16.4743 11.9943 18.4076 -0.1 -0.4 0.6
C 16.3103 11.6975 17.0115 0.4 0.6 -0.3
C 17.2349 12.4438 16.3537 -0.1 0.1 0.1
C 17.9521 13.1919 17.3464 0.0 -0.7 0.6
C 18.8611 14.2014 17.0404 -0.1 0.0 -0.5
C 18.9418 14.6004 15.6008 0.2 -0.6 0.0
C 19.7463 14.0030 14.6347 -0.1 0.2 -0.2
C 19.6741 14.4165 13.3072 1.1 -1.1 0.3
C 18.8705 15.4623 12.9275 -0.8 0.5 0.1
O 18.9406 15.8667 11.6291 0.2 0.2 -0.6
C 18.0986 16.9189 11.1812 0.6 -0.2 0.0
C 18.0279 16.0375 13.8663 0.1 0.1 0.7
C 18.0718 15.5828 15.1904 0.1 0.4 -0.8
C 19.4070 15.0758 17.9480 0.5 0.9 0.5
N 19.2378 15.0262 19.2972 0.2 0.5 0.6
C 19.7473 16.2019 19.7884 0.2 -0.3 0.0
C 19.7442 16.6433 21.1155 -0.2 -0.3 -0.1
C 20.2738 18.0226 21.3610 -0.2 -0.4 0.3
C 21.5004 18.2842 21.9530 0.3 0.0 -0.1
C 21.9766 19.5798 22.1006 -0.9 -0.3 -0.3
C 21.1632 20.6422 21.7094 -0.1 0.1 0.2
O 21.6984 21.8907 21.8816 -0.1 0.9 -0.2
C 20.9499 22.9911 21.3550 0.5 -0.6 0.1
C 19.8716 20.4044 21.2334 0.5 0.3 -0.1
C 19.4775 19.0990 21.0224 -0.2 -0.1 0.2
C 19.1513 15.9388 22.1713 0.0 0.1 -0.2
C 19.1461 16.3644 23.5379 -0.3 0.0 0.4
C 18.4562 15.4189 24.2288 0.7 0.7 1.3
C 18.0135 14.4221 23.3013 0.3 0.5 -0.2
N 18.4697 14.7755 22.0680 -0.2 -0.5 -0.8
C 20.3346 16.9860 18.7196 -0.2 0.0 0.5
C 20.1153 16.3087 17.5902 -0.1 -0.7 -1.0
N 17.5304 12.8273 18.6062 -0.1 0.3 -0.5
C 14.3057 10.9906 18.9541 -0.2 -0.5 0.1
C 13.7813 9.7399 19.3111 0.8 0.1 0.6
C 12.5342 9.3383 18.8897 -0.2 -0.3 -0.2
C 11.7909 10.1650 18.0579 -0.2 0.8 -0.1
O 10.5765 9.6961 17.6369 0.0 -0.7 0.4
C 9.8341 10.4566 16.7359 -0.2 0.7 0.0
C 12.2670 11.4345 17.7352 -0.3 0.2 -0.5
C 13.5185 11.8207 18.1758 -0.1 -0.4 0.2
H 15.4834 11.7299 30.6816 0.1 0.0 0.3
H 15.2876 10.6740 29.2783 0.2 0.3 0.0
H 16.8956 11.3096 29.6575 0.0 0.1 0.1
H 16.9954 10.9069 27.4884 -0.1 0.1 0.2
H 17.6527 11.2642 25.2154 -0.1 0.1 0.1
H 15.8119 15.1173 25.1533 -0.3 -0.1 0.2
H 15.0147 14.7141 27.5424 0.0 0.1 0.1
H 14.8538 11.7159 23.9684 0.3 -0.1 -0.4
H 13.9364 10.7418 21.6424 -0.2 -0.1 0.1
H 15.5823 11.0736 16.5448 -0.3 -0.4 0.0
H 17.3924 12.5423 15.2922 0.0 -0.1 0.0
H 20.4384 13.2167 14.9043 -0.1 -0.1 0.1
H 20.2970 13.8829 12.5869 -0.2 0.4 0.0
H 18.3984 17.1018 10.1442 -0.3 -0.2 0.1
H 18.2642 17.8546 11.7272 -0.1 -0.2 0.2
H 17.0577 16.6089 11.2555 -0.2 0.2 -0.1
H 17.3975 16.8803 13.6288 -0.1 0.0 -0.1
H 17.4713 16.0249 15.9579 -0.5 0.3 0.1
H 22.1087 17.4516 22.2647 0.2 -0.2 0.0
H 22.9422 19.7518 22.5257 0.4 0.2 0.1
H 19.9984 23.0623 21.8604 -0.4 0.2 0.2
H 20.7841 22.8486 20.2860 -0.1 0.1 -0.1
H 21.5184 23.9130 21.5165 0.0 -0.4 0.1
H 19.1677 21.1969 21.0203 0.2 0.1 -0.1
H 18.5017 18.8983 20.6218 -0.3 0.0 -0.2
H 19.5947 17.2712 23.9149 0.0 -0.1 0.0
H 18.3526 15.4130 25.3181 -0.2 -0.1 -0.6
H 20.8281 17.9339 18.8420 0.0 0.1 0.0
H 20.3824 16.6014 16.5778 0.0 -0.1 0.3
H 14.3858 9.1147 19.9814 -0.3 0.1 -0.4
H 12.1157 8.3742 19.1630 0.1 0.1 0.0
H 10.4383 10.7344 15.8623 -0.2 -0.1 0.0
H 9.4559 11.3917 17.1944 0.2 -0.3 -0.1
H 8.9626 9.8574 16.4660 0.2 0.0 -0.2
H 11.7124 12.1642 17.1316 0.0 -0.6 0.3
H 13.8865 12.7923 17.9389 0.2 0.6 -0.2
Se 22.3321 13.9397 20.8387 -0.2 0.5 0.4
P 22.1021 11.9779 20.0987 0.3 -0.8 0.0
Se 20.3526 11.3436 18.9753 0.2 0.4 -0.2
C 22.4184 10.7026 21.3814 0.8 0.5 -0.3
C 21.4161 9.8528 21.7841 -0.1 -0.2 0.3
C 21.6859 8.8638 22.7295 0.1 -0.3 0.1
C 22.9710 8.6763 23.2018 0.2 0.4 -0.4
C 24.0020 9.5008 22.7394 -0.4 0.0 0.3
C 23.7263 10.5397 21.8834 0.1 0.4 -0.6
C 23.5049 11.6853 18.9565 0.1 0.1 -0.3
C 23.9383 10.3971 18.6379 -0.6 0.0 0.2
C 24.8950 10.1980 17.6564 -0.1 0.4 0.3
C 25.4289 11.2915 16.9862 0.3 -0.2 -0.6
C 24.9849 12.5742 17.2859 0.4 -0.3 -0.1
C 24.0528 12.7777 18.2873 0.2 -0.9 -0.2
H 20.4184 9.9788 21.3850 0.0 -0.1 0.0
H 20.8889 8.2301 23.0855 -0.3 0.1 0.0
H 23.1857 7.9111 23.9258 0.0 -0.3 0.2
H 25.0168 9.3665 23.0606 0.4 -0.2 0.3
H 24.5658 11.1853 21.5668 -0.7 -0.2 0.1
H 23.4533 9.5493 19.1333 0.3 0.2 -0.2
H 25.1832 9.1923 17.4261 0.3 -0.3 -0.2
H 26.1720 11.1361 16.1836 -0.4 0.1 0.5
H 25.3960 13.4053 16.7332 0.0 0.2 0.0
H 23.7507 13.7573 18.5580 -0.3 0.7 0.2
O 19.4595 12.1808 21.9645 0.8 -0.8 1.2
H 19.8525 11.6612 22.6635 -0.1 0.0 0.0
H 17.8560 9.8400 22.6866 0.0 -0.3 0.2
Se 17.9783 8.7298 23.6699 -0.1 0.3 -0.1
```
Forces are in eV/Å.